9
Properties=species:S:1:pos:R:3:mulliken_charge:R:1 method="wB97M-V/def2-TZVPD" fmax_ha_per_bohr=0.10366 charge=-1 relative_energy_kcal_mol=44.1 homo_energy_ev=-4.00
N -0.82297 1.01946 1.01813 -0.478
O -1.46934 2.29055 -1.12709 -0.580
O -3.28317 1.13190 0.08056 -0.622
Si -0.01185 0.25643 -0.27766 0.598
S -2.12065 2.08855 0.17707 0.493
H -1.20568 -0.00185 1.73603 0.234
H -0.38365 0.13540 -1.71696 -0.147
H 1.23566 0.89944 -0.25512 -0.223
H -0.03275 -1.02560 0.18549 -0.275



8
Properties=species:S:1:pos:R:3:mulliken_charge:R:1 method="wB97M-V/def2-TZVPD" fmax_ha_per_bohr=0.05047 charge=-1 relative_energy_kcal_mol=0.0 homo_energy_ev=-4.21
N -3.29849 -1.34921 1.59279 -0.099
O -4.28022 -0.66899 1.27782 -0.268
O -0.19499 0.18126 1.18329 -0.644
Si 0.67894 0.26657 -0.08233 0.206
H -2.39169 -0.83034 1.43093 0.351
H 1.81881 1.24059 -0.00505 -0.193
H 1.35516 -1.01639 -0.47371 -0.176
H -0.03119 0.67900 -1.33625 -0.176



Repeat the second record exactly.
8
Properties=species:S:1:pos:R:3:mulliken_charge:R:1 method="wB97M-V/def2-TZVPD" fmax_ha_per_bohr=0.05047 charge=-1 relative_energy_kcal_mol=0.0 homo_energy_ev=-4.21
N -3.29849 -1.34921 1.59279 -0.099
O -4.28022 -0.66899 1.27782 -0.268
O -0.19499 0.18126 1.18329 -0.644
Si 0.67894 0.26657 -0.08233 0.206
H -2.39169 -0.83034 1.43093 0.351
H 1.81881 1.24059 -0.00505 -0.193
H 1.35516 -1.01639 -0.47371 -0.176
H -0.03119 0.67900 -1.33625 -0.176



Repeat the first record exactly.
9
Properties=species:S:1:pos:R:3:mulliken_charge:R:1 method="wB97M-V/def2-TZVPD" fmax_ha_per_bohr=0.10366 charge=-1 relative_energy_kcal_mol=44.1 homo_energy_ev=-4.00
N -0.82297 1.01946 1.01813 -0.478
O -1.46934 2.29055 -1.12709 -0.580
O -3.28317 1.13190 0.08056 -0.622
Si -0.01185 0.25643 -0.27766 0.598
S -2.12065 2.08855 0.17707 0.493
H -1.20568 -0.00185 1.73603 0.234
H -0.38365 0.13540 -1.71696 -0.147
H 1.23566 0.89944 -0.25512 -0.223
H -0.03275 -1.02560 0.18549 -0.275